31
Properties=species:S:1:pos:R:3:nbo_charge:R:1 method="wB97M-V/def2-TZVPD" lumo_ha=-0.092 relative_energy_kcal_mol=199.50 orbital_gap_ha=0.150 e_tot_ev=-106773.57254 max_force_ev_per_a=6.629
C -1.83724 1.84032 -2.12745 -0.701
C -0.39690 1.48319 -2.82261 -0.444
C 0.32493 0.11830 -2.27511 -0.079
C -0.72156 -1.12095 -2.69798 -0.661
N 0.52650 0.09940 -0.74189 -0.161
N -0.42247 -0.61652 -0.11097 -0.079
C -0.17451 -0.59757 1.32374 0.240
C -1.33347 -1.41397 2.21668 -0.694
C 0.99305 0.05472 2.18407 -0.427
P 1.09010 -0.13754 4.08554 1.356
O 2.81501 0.09449 4.44423 -0.924
O 0.77593 -1.76743 4.61702 -0.940
C 2.08632 0.89344 1.32547 0.422
F 3.25161 1.61018 1.88029 -0.303
C 1.67341 0.83583 -0.23076 0.017
I 3.02317 1.99077 -1.57021 0.289
H -2.16288 1.00712 -1.33900 0.240
H -1.84915 2.86738 -1.56597 0.193
H -2.68368 1.86026 -2.96923 0.224
H -0.62658 1.29203 -3.97866 0.237
H 0.25621 2.45129 -2.78534 0.207
H 1.32322 -0.17213 -2.85588 0.242
H -0.65431 -1.18695 -3.88673 0.205
H -0.22670 -2.10393 -2.29465 0.192
H -1.81562 -0.93909 -2.32795 0.241
H -2.37592 -1.46252 1.63778 0.302
H -1.00951 -2.55344 2.36331 0.255
H -1.56982 -0.88332 3.23947 0.239
H 3.22088 -0.76465 4.06762 0.467
H 1.65644 -2.26635 4.52499 0.482
Br -3.15647 -0.51238 -1.32981 -0.637